No. 1
Density functional theory data (ωB97M-V/def2-TZVPD) for a cluster of 10 separate species, C49H91N10O11P in total.

## Properties
* E_HOMO: -7.3 eV
* SMILES string: C#CCCCC1=C(P(C)CC)C(=O)C(CCCCn2cccc2)=CC1=O.CN(C)C=O.CN(C)C=O.CN(C)C=O.CN(C)C=O.CN(C)C=O.CN(C)C=O.CN(C)C=O.CN(C)C=O.CN(C)C=O
* HOMO-LUMO gap: 7.2 eV

```
162
C49H91N10O11P | OMol25 | ωB97M-V/def2-TZVPD
P 0.98959 3.38947 -0.98916
O 2.77811 3.12917 -4.65486
O -1.64110 1.11178 9.06989
O -0.18403 0.23131 2.95748
O 7.39655 0.58244 4.85028
O -9.24267 0.41949 2.00942
O -4.65528 -2.98541 -4.55316
O 3.94198 0.67134 9.96458
O 5.30440 1.44435 -0.94752
O 1.00522 -4.88539 -4.81662
O -7.04613 2.12255 -2.76878
O -2.07723 2.48894 -0.69134
N 3.72663 3.41779 -6.69986
N -0.71444 1.46854 7.02152
N -6.44328 1.62616 -0.62871
N -10.56573 -1.30174 1.32281
N 7.01175 1.47226 0.56037
N 1.71935 -5.86009 -6.74206
N 0.89798 -0.63749 -4.52882
N 6.16849 -1.17108 5.62737
N -6.44364 -1.58985 -4.75562
N 2.75334 -1.09505 10.77419
C 1.65780 -0.25236 11.22841
C 1.18586 -1.96117 -4.60538
C 7.06160 2.92306 0.58689
C -1.28677 -0.93466 -3.42020
C -1.02469 -0.43849 0.82391
C 2.76148 2.98895 -1.37228
C 0.11958 3.28794 -2.65569
C 2.20801 1.67155 1.48043
C 2.57650 -2.08371 -4.52643
C 0.76419 1.40623 1.05445
C -5.62231 -2.41836 -4.08021
C -6.17986 -1.33569 -6.16032
C -7.57993 -0.94428 -4.12375
C 1.05557 -4.86732 -7.57027
C 2.67126 -2.52647 10.98323
C 5.06982 -0.31548 6.04636
C 2.00274 0.16327 -4.39936
C -9.79078 -0.64670 2.21302
C -5.44247 2.67858 -0.58730
C -1.74521 1.29282 7.86944
C 5.07132 3.42840 -6.14802
C 3.54947 3.57231 -8.13007
C -0.92847 4.41844 -2.86962
C 0.20221 2.06377 0.02522
C 7.25192 -0.60791 5.05527
C 6.10472 0.86799 -0.23438
C -1.24085 1.69033 -0.35490
C 1.61753 -5.75649 -5.40116
C -0.50783 -0.20564 -4.56566
C 7.93683 0.71984 1.38858
C 2.69379 -1.12577 1.15960
C -7.15763 1.45899 -1.75202
C -10.77936 -0.71109 0.01271
C 6.06490 -2.60133 5.83657
C -11.19008 -2.57307 1.63286
C 2.46692 -6.92508 -7.37924
C 2.36638 -1.50172 0.05909
C -0.90347 1.67782 5.59629
C 3.81386 -0.51944 10.17092
C -2.36815 -0.05659 -2.69279
C 0.63586 1.44654 7.55151
C 2.67077 0.91049 2.74941
C 3.06557 -0.73816 -4.42115
C -6.63729 0.78867 0.54095
C -0.12754 0.38729 1.75947
C -1.56070 0.18605 -0.22242
C 2.68667 3.26373 -5.86331
C -2.44641 -0.56617 -1.22128
C 3.02881 -0.59343 2.52074
H -6.20980 -2.27695 -6.71179
H 3.26588 -6.49420 -7.98676
H 3.55833 -3.02378 10.59363
H 2.94002 1.99577 -1.80884
H -7.64982 -1.22718 -3.07465
H 2.49326 3.54387 -8.39211
H 0.88050 -0.85616 11.69092
H 1.71087 3.26785 -6.37711
H -0.01594 -4.87960 -7.36340
H 5.80254 3.56021 -6.94263
H -7.45728 0.13803 -4.19502
H 1.79854 -7.50405 -8.02053
H -7.41401 0.05012 0.36298
H 0.81770 0.48322 8.03209
H 0.92113 3.42506 -3.40763
H 7.78265 0.98161 2.43758
H -1.71642 -1.85428 -3.85411
H 6.14757 -0.23322 -0.18099
H 8.02469 -1.34445 4.77567
H 2.52766 -1.25256 3.25360
H 4.12459 -0.47202 -4.33478
H -5.18464 -0.90198 -6.27041
H -9.69257 -1.17753 3.17463
H -2.07398 0.99998 -2.78752
H -0.27250 2.26878 -2.81171
H -0.57070 0.89636 -4.51246
H -5.70003 0.27505 0.77346
H 7.83801 3.25992 1.27023
H 3.96943 4.52979 -8.44564
H -1.41005 4.70516 -1.92035
H -2.20374 -1.64458 -1.17865
H -6.92862 1.41216 1.38542
H 7.78027 -0.35071 1.26276
H 4.06715 2.76259 -8.64834
H 1.88796 -1.81467 -0.85759
H -5.90970 -2.54301 -3.02160
H 2.94563 1.44757 0.69030
H 3.12775 -3.02264 -4.55830
H 2.58818 -2.73269 12.05257
H 8.96192 0.96636 1.10182
H 2.15547 -6.55435 -4.86145
H -1.96148 1.66925 5.33930
H -9.81885 -0.58100 -0.48907
H 3.12358 3.79429 -2.03820
H 1.23929 0.29112 10.38085
H 7.26852 3.29802 -0.41700
H 3.32205 3.12594 -0.43284
H -8.49788 -1.24326 -4.63618
H -11.42094 -1.35160 -0.58850
H -0.47553 2.64321 5.31504
H -3.33278 -0.23401 -3.20561
H -1.74048 3.99385 -3.49925
H 4.69018 0.22709 5.17844
H 2.03624 0.47265 11.95055
H 4.58564 -1.24880 9.86692
H -3.50709 -0.48342 -0.90393
H 4.27169 -0.91014 6.48585
H 5.16181 4.24290 -5.42787
H 0.74354 2.23353 8.29963
H -4.70820 2.50276 -1.37360
H 1.98189 1.01774 3.60449
H -0.53392 -1.19309 -2.65010
H 2.01642 1.25388 -4.31757
H -11.24439 0.26915 0.12708
H 4.11735 -0.75384 2.66065
H 1.22676 -5.08098 -8.62331
H -12.27436 -2.47479 1.54760
H 1.35824 1.59966 6.75254
H 2.90503 -7.58666 -6.63379
H -5.91900 3.64412 -0.76481
H -0.53327 5.27939 -3.43078
H 3.60669 1.40903 3.07894
H 6.95758 -3.10890 5.47474
H 2.30055 2.75398 1.71923
H 5.43301 0.40796 6.77744
H 5.94769 -2.80395 6.90357
H 1.78939 -2.91772 10.47120
H -10.94054 -2.88722 2.64477
H 5.19461 -2.98437 5.29894
H -4.94526 2.68865 0.37966
H -7.88447 0.63137 -1.67642
H 0.41816 -2.72606 -4.68108
H -2.72754 1.32611 7.36901
H -10.84013 -3.33053 0.92818
H 5.25820 2.48656 -5.63009
H -1.16429 -1.50055 1.05194
H 1.44322 -3.87570 -7.32919
H -0.39851 0.88622 5.04877
H -0.93073 -0.47967 -5.55432
H -6.92281 -0.65146 -6.56412
H 6.09521 3.31446 0.90948
```

No. 2
Density functional theory data (ωB97M-V/def2-TZVPD) for a cluster of 11 separate species, C49H99NO21S10 in total.

## Properties
* E_HOMO: -8.3 eV
* energy relative to the best compared isomer or geometry (same formula, charge and spin): 0.00 kcal/mol
* SMILES string: CC1(C)CCCC(C)(C)N1O.O=S1(=O)CCCC1.O=S1(=O)CCCC1.O=S1(=O)CCCC1.O=S1(=O)CCCC1.O=S1(=O)CCCC1.O=S1(=O)CCCC1.O=S1(=O)CCCC1.O=S1(=O)CCCC1.O=S1(=O)CCCC1.O=S1(=O)CCCC1
* HOMO-LUMO gap: 8.0 eV

```
180
C49H99NO21S10 | OMol25 | ωB97M-V/def2-TZVPD
S 6.55281 0.71661 2.56797
S -1.63350 -3.15212 -4.56112
S 4.72757 -1.13073 -3.25300
S -4.71336 -3.47143 0.60893
S -0.19513 2.59382 5.81978
S -0.23206 -5.04975 2.89317
S -4.27384 2.23609 -5.96627
S 0.87621 -0.87615 0.94747
S -3.87489 2.50313 0.90337
S -0.60127 -1.61699 6.68188
O 1.38887 -2.10503 0.36630
O -4.45094 -4.82021 1.01057
O -0.71385 -2.02200 -4.73037
O -4.66888 1.11447 -6.79041
O -4.51187 3.59363 -6.47211
O -0.86686 3.85923 6.22640
O 3.89992 0.11115 -3.31528
O 6.77932 1.65800 1.50086
O -1.76167 -1.19617 5.94505
O -0.13451 1.53031 6.85372
O -3.03776 2.98197 -0.18145
O 3.33888 2.49378 -1.82216
O -0.39276 -6.19188 3.83389
O 7.19301 0.98980 3.89325
O 1.31662 -0.33670 2.25959
O -3.20068 1.96372 2.05570
O -3.65235 -2.51144 0.21041
O -1.03014 -4.46665 -4.26729
O -0.59094 -3.65279 3.23085
O 5.90361 -1.27382 -4.10670
O -0.36435 -1.33503 8.09856
N 3.65856 3.77922 -2.23139
C 4.22328 4.59601 -1.09546
C -6.46408 3.22863 0.97806
C 1.88539 -2.43367 6.30973
C -0.98463 -0.77433 0.83626
C -2.50652 1.98170 -5.44489
C -5.11814 3.82009 1.25569
C 1.43535 -5.65985 0.77639
C 4.65538 5.94612 -1.62544
C -0.83122 1.93602 4.20224
C 0.08783 -5.15536 0.22137
C -4.28447 -2.61116 -4.39740
C -0.41366 -3.44231 6.43053
C 6.71635 -1.08270 2.07479
C 1.53915 2.92658 5.20881
C 1.58859 2.31664 3.86303
C 5.40000 -1.40414 -1.58231
C -6.94988 -1.88053 0.92831
C 1.11954 4.42724 -2.33054
C -1.02285 -5.43170 1.23959
C 5.50133 -1.83350 2.44931
C 1.48657 -5.14312 2.22933
C -6.30735 2.15542 -0.13744
C 3.31042 4.68873 0.16422
C 2.21918 3.50659 -4.32793
C 1.00027 -1.27106 5.79195
C -2.74205 -3.24301 -6.06766
C -3.04811 -2.69640 -3.49430
C 5.49589 3.96955 -0.55578
C -3.83732 -2.30918 -5.83636
C 1.10203 -3.71533 6.14426
C 4.64657 -0.94770 3.42916
C -3.83648 1.63756 -3.27637
C 3.76053 -2.64115 -3.41225
C -5.91449 -2.55890 1.82606
C -0.24531 0.40885 -1.15632
C -5.07402 1.30960 0.12790
C -2.49277 2.18801 -3.86158
C 0.25130 2.46747 3.16890
C 5.33695 -2.96275 -1.42326
C 3.42552 6.64625 -2.41154
C -5.93678 -3.50462 -0.79774
C 4.01928 -3.36774 -2.08735
C -4.98770 2.17408 -4.20258
C -1.11974 -0.72657 -0.63171
C 2.49287 4.35249 -3.02232
C -6.77837 -2.25682 -0.56211
C 1.04014 0.45631 -0.35231
C 2.87315 5.74874 -3.47848
C 4.72236 0.49803 2.92061
H 1.75727 1.25791 4.05987
H 1.12277 5.34305 -1.73945
H 3.15783 -3.31817 -1.42135
H -2.79021 -1.74100 -3.03737
H 1.02367 -3.99465 5.09358
H 1.40454 -6.74336 0.66163
H 3.64640 4.07031 0.99656
H 5.44300 -3.32901 -0.40213
H -0.88551 -1.75226 -0.91666
H -3.21150 -3.50305 -2.77966
H 1.27622 1.44641 0.03763
H 4.30738 0.64838 1.92397
H 1.97225 -5.78538 2.96399
H -4.58098 -2.43304 -6.62359
H 1.39211 -4.57348 6.75050
H -2.19806 -3.20526 -7.01145
H 2.85845 -2.57399 5.83904
H -1.00113 -3.66715 5.54035
H 2.07962 -2.29223 7.37292
H 1.95312 0.18078 -0.88019
H 0.20096 -4.10869 -0.06107
H -1.28687 0.14790 1.33251
H 5.46661 5.73108 -2.32097
H 6.21933 4.14626 -1.35171
H -7.19275 3.97020 0.65063
H -2.21523 3.19215 -3.54101
H 5.05551 6.59559 -0.84687
H 1.80611 -4.10175 2.26872
H 5.70149 -2.77222 2.96588
H -6.39531 2.62048 -1.11932
H 2.69530 -2.46018 -3.55590
H -3.45754 -1.28784 -5.86362
H 3.62101 -1.30384 3.52663
H -5.92569 1.62243 -4.26555
H -1.38374 -1.61049 1.41041
H -3.13841 -4.25358 -5.96890
H 2.70351 7.08646 -1.72379
H -7.78738 -2.32238 -0.96917
H -4.90326 4.39164 2.15860
H -7.16526 1.48319 -0.12317
H -6.68421 -0.82515 0.98920
H 5.48385 2.89141 -0.39587
H 0.78946 -1.32408 4.72384
H 0.83679 3.57276 -1.71570
H 1.65657 4.01653 -5.10993
H -4.94289 -3.47797 -4.45431
H 3.70084 5.67005 -4.18334
H 3.82423 7.54877 -2.87479
H -8.00126 -1.99977 1.19000
H -4.84992 4.54563 0.48774
H 3.11017 3.05565 -4.76486
H 3.79562 1.93268 -2.45315
H 2.37383 -5.38556 0.29462
H -1.86081 2.27498 4.08755
H -4.05426 2.15571 -2.34246
H -1.83735 2.61053 -6.03215
H -6.55427 -4.38466 -0.61788
H 4.80571 -2.01010 1.62894
H 1.27596 -0.28082 6.15461
H 1.65150 2.65189 -3.96007
H -1.36510 -6.46340 1.32069
H 4.16657 -4.43805 -2.23175
H -5.24369 0.62647 0.96016
H 0.23354 4.56552 -2.95021
H 2.04478 6.25308 -3.97603
H 5.87262 4.31258 0.40781
H -5.36944 -2.02462 2.60424
H -0.22958 -5.61971 -0.71230
H -4.58166 0.77514 -0.68452
H -1.71912 1.49425 -3.53254
H -0.03353 0.41815 -2.22550
H 4.64456 -0.96613 -0.92996
H 2.27658 4.52494 -0.13981
H -5.52852 -3.67408 -1.79408
H 6.34603 -0.91885 -1.34229
H -1.86903 -4.74490 1.21970
H -5.28477 3.19267 -3.95292
H 3.27025 5.69090 0.59099
H 7.71782 -1.36477 2.39975
H -4.98563 -1.82165 -4.12694
H 5.03931 -0.93721 4.44589
H -2.08804 -0.47040 -1.06167
H 0.23486 2.02847 2.17135
H -6.89181 2.65745 1.80201
H -2.30486 0.95469 -5.74934
H 1.59160 4.01512 5.18806
H 2.22311 2.67866 6.02049
H 0.10104 3.54014 3.04685
H -6.28235 -1.48046 -1.14464
H -0.74302 0.85593 4.31935
H 2.36371 2.79402 3.26353
H -3.90412 0.56331 -3.10461
H 4.14289 -3.12540 -4.31080
H -0.74468 1.33599 -0.87495
H 4.45520 1.31502 3.59086
H 6.16555 -3.38960 -1.98835
H -6.44139 -3.32822 2.39052
H -0.95259 -3.98863 7.20460
H 6.63556 -1.12547 0.98863
```

Record order is preserved below.
Lowest unoccupied orbital energy: -0.122, -0.361 eV
Record order is preserved below.
Max |F|: 2.068, 3.670 eV/Å